Entry 1:
The following is a quantum chemistry calculation of the molecule C5H6Br2 in a non-equilibrium geometry, from the Open Molecules 2025 dataset.

Structure (XYZ):
```
13
Properties=species:S:1:pos:R:3:forces:R:3:lowdin_charge:R:1
Br -3.422 0.716 0.131 -1.446 1.112 0.783 0.7347
C -2.142 -0.201 -0.713 8.547 -1.598 1.502 -0.6641
C -0.729 -0.220 -0.194 -2.120 0.916 -0.346 -0.2174
C 0.066 0.709 0.832 -0.825 -1.097 1.147 -0.1458
C 1.573 -0.003 0.621 -7.078 2.014 -4.860 -0.6797
Br 2.932 1.061 -0.069 0.784 0.533 -0.158 0.7305
C 0.687 -0.790 -0.548 0.215 1.799 -0.868 -0.1673
H -2.346 -0.853 -1.549 -0.380 0.032 0.069 0.0312
H -0.255 0.588 1.899 0.103 0.253 -0.853 0.1069
H -0.137 1.741 0.513 0.916 -0.082 0.313 0.1022
H 1.890 -0.727 1.205 1.506 -2.639 3.755 0.0074
H 0.842 -1.833 -0.733 0.108 -0.617 0.039 0.0899
H 1.039 -0.189 -1.395 -0.331 -0.627 -0.521 0.0717
```
Forces are in eV/Å.

Its LUMO energy is 0.84 eV. As for the energy relative to the best compared isomer or geometry (same formula, charge and spin): 275.3 kJ/mol. The highest occupied orbital energy comes out at -8.50 eV. As for the spin multiplicity: 1.

Entry 2:
The following is a quantum chemistry calculation of the ion C4H17N6 with charge +1 in a non-equilibrium geometry, from the Open Molecules 2025 dataset.

Structure (XYZ):
```
27
Properties=species:S:1:pos:R:3:forces:R:3:lowdin_charge:R:1
C -2.381 0.046 -1.255 -1.247 -2.628 -1.481 -0.0999
N -1.309 0.424 -0.355 -1.818 0.189 -1.154 -0.0443
C -0.037 -0.146 -0.519 2.089 -3.548 1.694 -0.4626
N 0.606 -0.548 -1.748 -0.754 -0.210 1.696 0.1249
C 0.020 -1.613 0.314 -5.042 1.188 -2.971 -0.0754
N -0.564 -1.359 1.623 0.178 -2.388 1.899 0.1140
C 0.929 0.761 0.289 0.049 0.035 0.808 -0.6034
N 2.197 0.106 0.330 0.694 -0.850 -0.829 0.0953
N 0.432 0.897 1.709 1.872 -0.441 -0.916 0.1068
N 0.928 2.040 -0.325 -0.278 1.745 -0.670 0.1022
H -2.186 -0.956 -1.761 0.158 1.234 0.555 0.1008
H -3.329 -0.159 -0.758 0.087 0.197 0.560 0.0706
H -2.695 0.714 -2.080 0.908 0.170 0.442 0.0916
H -1.319 1.423 -0.390 0.846 0.687 0.271 0.1049
H 0.765 -1.517 -1.931 -0.207 -0.123 -0.128 0.0902
H 0.648 0.049 -2.499 -0.092 1.377 -1.969 0.0651
H 0.954 -1.957 0.497 3.025 -0.636 0.174 0.0698
H -0.594 -2.501 -0.202 1.169 2.212 0.790 0.1756
H -1.541 -1.179 1.747 -1.009 -0.128 -0.929 0.1436
H -0.365 -2.247 2.123 -0.230 1.045 0.414 0.1767
H -0.123 -0.448 2.031 0.961 -0.439 -0.121 0.0814
H 2.621 0.125 -0.608 -0.530 -0.281 0.526 0.1048
H 2.871 0.547 0.906 0.492 0.661 0.934 0.0769
H 1.096 1.438 2.238 0.006 0.245 0.311 0.1166
H -0.475 1.273 1.764 -1.065 1.250 -0.245 0.0873
H 1.527 2.723 0.113 -0.031 0.076 0.844 0.0944
H 1.325 2.063 -1.253 -0.233 -0.639 -0.504 0.0921
```
Forces are in eV/Å.

Its LUMO energy is -2.64 eV. As for the energy relative to the best compared isomer or geometry (same formula, charge and spin): 64.9 kJ/mol. The charge is +1. The highest occupied orbital energy comes out at -12.80 eV. As for the spin multiplicity: 1.

Entry 3:
The following is a quantum chemistry calculation of the molecule C5H9NO3 in a non-equilibrium geometry, from the Open Molecules 2025 dataset.

Structure (XYZ):
```
18
Properties=species:S:1:pos:R:3:forces:R:3:lowdin_charge:R:1
C 1.269 0.293 1.701 0.231 -0.623 -0.514 -0.0017
C 0.578 0.960 0.548 -2.514 1.896 1.857 -0.3998
O 0.997 1.898 -0.072 0.024 -0.717 -0.302 0.0617
C -1.211 0.780 0.667 2.038 0.461 -0.589 0.0335
C -1.128 -0.592 0.184 1.528 -1.242 -0.030 -0.4512
O -1.394 -1.623 0.779 -0.247 0.609 -0.435 0.0824
N -0.062 -0.638 -0.794 -0.228 -0.617 0.191 -0.1960
C -0.162 -0.004 -2.099 -0.213 -0.080 -0.024 -0.0116
O 0.516 -1.915 -0.899 -0.539 -0.156 -0.055 0.0098
H 0.754 -0.618 2.009 0.153 0.032 -0.017 0.0827
H 2.302 0.087 1.423 0.021 -0.123 0.075 0.0936
H 1.280 0.993 2.536 -0.144 0.107 -0.091 0.0974
H -1.521 1.508 -0.073 -0.345 0.117 0.184 0.1032
H -1.665 0.841 1.652 0.049 0.231 -0.099 0.1130
H 0.762 -0.195 -2.639 -0.025 -0.032 0.075 0.1025
H -1.012 -0.394 -2.663 0.061 -0.043 -0.092 0.0985
H -0.262 1.070 -1.971 0.003 0.031 0.067 0.0829
H -0.041 -2.450 -0.290 0.147 0.150 -0.201 0.0991
```
Forces are in eV/Å.

Its LUMO energy is 0.60 eV. As for the energy relative to the best compared isomer or geometry (same formula, charge and spin): 380.8 kJ/mol. The highest occupied orbital energy comes out at -9.06 eV. As for the spin multiplicity: 1.

Entry 4:
The following is a quantum chemistry calculation of a cluster of 2 separate species, C4H7NO in total, from the Open Molecules 2025 dataset.

Structure (XYZ):
```
13
Properties=species:S:1:pos:R:3:forces:R:3:lowdin_charge:R:1
C 0.374 -0.744 0.395 0.041 -0.039 0.082 -0.2027
C -1.057 -1.056 -0.094 0.063 -0.172 -0.085 -0.1575
O -1.898 0.113 -0.202 -0.020 0.107 -0.024 -0.0472
C -1.234 1.280 -0.122 0.102 0.072 0.050 -0.2092
N 0.014 1.361 -0.382 -0.124 -0.273 -0.073 0.0531
C 0.748 0.289 -0.653 -0.371 0.109 0.162 -0.0886
H 0.336 -0.356 1.421 0.014 -0.006 -0.171 0.1176
H 0.972 -1.657 0.362 -0.099 0.136 -0.027 0.1043
H -1.038 -1.531 -1.080 -0.032 0.048 0.145 0.1277
H -1.558 -1.717 0.616 0.105 0.089 -0.074 0.1322
H -1.862 2.131 0.121 0.117 -0.109 -0.035 0.1357
H 3.358 1.056 0.058 0.027 -0.004 -0.004 0.0444
H 2.845 0.830 -0.439 0.178 0.044 0.054 -0.0099
```
Forces are in eV/Å.

Its LUMO energy is 0.07 eV. As for the energy relative to the best compared isomer or geometry (same formula, charge and spin): 482.8 kJ/mol. The highest occupied orbital energy comes out at -8.14 eV. As for the spin multiplicity: 1.

Entry 5:
The following is a quantum chemistry calculation of a cluster of 3 separate species, C4H13NO2 in total in a non-equilibrium geometry, from the Open Molecules 2025 dataset.

Structure (XYZ):
```
20
Properties=species:S:1:pos:R:3:forces:R:3:lowdin_charge:R:1
C -1.317 -0.945 1.809 0.408 -1.532 -1.483 -0.1500
C 0.151 -0.965 1.338 -0.306 0.237 0.250 -0.4838
C 1.047 0.031 1.783 0.338 -0.674 -0.509 -0.3563
N 0.920 1.353 1.244 -0.359 0.659 1.174 -0.0552
C 0.641 -2.387 1.040 -0.079 1.079 0.393 -0.1389
H -1.426 -1.899 2.356 -0.247 0.297 0.712 0.0306
H -1.664 -0.094 2.381 0.173 0.212 -0.015 0.0459
H -1.975 -1.164 0.946 -0.225 0.584 0.231 0.0511
H 2.063 -0.282 2.062 0.043 0.038 -0.332 0.0371
H 1.475 2.003 1.778 0.041 0.230 -0.233 0.0152
H 1.004 1.509 0.242 0.130 -0.411 -0.113 0.0287
H 1.679 -2.541 1.363 0.004 0.027 0.107 0.0485
H -0.012 -3.105 1.551 0.114 -0.333 -0.170 0.0397
H 0.628 -2.556 -0.040 -0.116 -0.421 -0.006 0.0428
H -0.277 -0.458 -0.477 0.481 -0.331 -0.541 -0.0038
H 0.129 -0.826 -2.022 0.975 -0.607 -0.075 -0.0192
O -0.489 -0.385 -1.468 -1.384 0.936 0.631 -0.1298
H -1.133 3.943 -5.925 0.064 -0.704 -0.264 0.0270
H -0.812 4.836 -4.855 0.295 0.368 0.781 0.0231
O -0.629 3.931 -5.105 -0.352 0.348 -0.537 -0.0528
```
Forces are in eV/Å.

Its LUMO energy (spin up / spin down) is 2.69 / 2.69 eV. As for the energy relative to the best compared isomer or geometry (same formula, charge and spin): 155.6 kJ/mol. The charge is -1. The highest occupied orbital energy (spin up / spin down) comes out at 0.24 / -2.16 eV. As for the spin multiplicity: 2.

Entry 6:
The following is a quantum chemistry calculation of a structure of composition CH6OSi in a non-equilibrium geometry, from the Open Molecules 2025 dataset.

Structure (XYZ):
```
9
Properties=species:S:1:pos:R:3:forces:R:3:lowdin_charge:R:1
C -0.017 -0.849 -0.545 -3.215 0.792 1.157 -0.2732
O 1.796 -0.414 -0.153 3.058 0.344 0.900 -0.0515
Si -0.706 0.714 0.437 -1.842 -4.943 -0.434 0.6293
H 0.143 -1.797 -0.078 0.187 -0.388 0.261 -0.0064
H -0.314 -0.957 -1.544 -0.542 0.090 -1.443 -0.0256
H 1.739 0.538 0.017 0.397 0.369 -0.226 -0.0198
H -2.064 0.905 -0.195 0.489 0.429 0.480 -0.0692
H -0.773 0.149 1.857 -0.024 0.903 -0.622 -0.0573
H 0.195 1.711 0.204 1.491 2.404 -0.074 -0.1263
```
Forces are in eV/Å.

Its LUMO energy (spin up / spin down) is 0.93 / -2.61 eV. As for the energy relative to the best compared isomer or geometry (same formula, charge and spin): 144.3 kJ/mol. The highest occupied orbital energy (spin up / spin down) comes out at -6.34 / -10.71 eV. As for the spin multiplicity: 3.

Entry 7:
The following is a quantum chemistry calculation of a structure of composition C19H29GaO2 in a non-equilibrium geometry, from the Open Molecules 2025 dataset.

Structure (XYZ):
```
51
Properties=species:S:1:pos:R:3:forces:R:3:lowdin_charge:R:1
Ga -0.381 -1.034 0.786 -0.040 -0.005 0.108 0.7114
C 2.220 0.382 1.428 1.427 1.442 -4.056 -0.2045
C 2.393 -0.563 0.336 0.167 1.894 0.454 -0.2255
C 2.350 0.166 -0.903 -0.310 1.723 1.861 -0.2048
H 2.660 -1.603 0.454 0.014 -0.177 -0.015 0.0577
C 2.083 1.556 -0.597 0.639 -2.177 1.196 -0.1893
C 2.011 1.694 0.835 0.865 -2.360 -0.726 -0.1766
H 1.822 2.592 1.377 -0.194 0.528 0.312 0.0409
H 2.484 0.188 2.422 -0.093 -0.238 1.170 0.0355
H 2.534 -0.233 -1.871 -0.123 -0.373 -0.628 0.0321
H 1.982 2.339 -1.316 -0.187 0.408 -0.365 0.0389
C -2.522 0.399 0.945 0.564 1.164 -0.614 -0.2724
C -1.960 1.665 1.336 -0.440 -0.129 -1.686 -0.1901
C -1.436 2.310 0.171 -1.554 -1.866 0.131 -0.1505
H -1.981 2.095 2.325 0.215 -0.110 0.132 0.0572
C -1.711 1.466 -0.957 -0.266 -0.372 1.472 -0.1638
C -2.343 0.266 -0.487 0.453 1.504 0.424 -0.2280
H -2.715 -0.529 -1.111 0.005 -0.160 0.003 0.0637
H -3.138 -0.245 1.554 0.132 -0.141 0.104 0.0612
H -0.941 3.255 0.138 0.313 0.379 0.021 0.0600
H -1.518 1.705 -1.988 0.266 -0.073 -0.068 0.0422
O 0.074 -1.795 -0.891 -1.354 1.571 0.014 -0.3104
C -0.271 -0.579 -3.982 -1.597 3.103 -2.200 -0.2375
C 0.344 -1.854 -3.769 0.381 -1.337 2.251 -0.1750
C 0.612 0.816 -3.987 -1.411 -2.162 0.656 -0.0591
C -1.917 -0.541 -4.158 2.496 0.094 0.999 -0.0708
C 0.415 -2.360 -2.026 1.866 -3.217 -0.461 -0.3372
H 1.398 -2.023 -4.023 -0.056 0.864 -0.017 0.0738
H -0.133 -2.776 -4.154 -0.479 0.764 -0.029 0.0742
H -0.023 -3.385 -2.054 -0.921 0.238 -0.641 0.0678
H 1.469 -2.762 -1.928 0.141 1.059 -0.554 0.0835
H 0.745 1.467 -4.910 -0.423 -1.166 0.830 0.0605
H 1.556 0.451 -3.584 0.306 0.443 -0.350 0.0252
H 0.191 1.404 -3.154 0.159 0.100 -0.466 0.0326
H -2.398 -0.593 -5.179 0.866 -0.110 0.868 0.0514
H -2.331 0.322 -3.603 0.266 -0.221 -0.426 0.0372
H -2.135 -1.406 -3.526 -0.709 -0.148 -0.412 0.0441
C 0.795 -1.445 4.188 0.123 -0.307 0.260 -0.0648
C 0.008 -0.226 3.731 -0.085 -0.027 -2.021 -0.6979
C -1.465 -0.398 4.082 -0.313 -0.059 0.327 -0.0709
C 0.565 1.016 4.408 0.154 0.336 0.201 -0.0490
O 0.207 -0.045 2.309 -1.255 -0.587 2.094 -0.3130
H 0.752 -1.533 5.282 0.030 -0.076 0.036 0.0685
H 1.845 -1.356 3.889 -0.177 -0.014 -0.017 0.0757
H 0.382 -2.362 3.751 0.061 0.159 -0.009 0.0706
H -1.571 -0.503 5.171 -0.038 -0.031 0.030 0.0677
H -2.058 0.467 3.772 0.149 -0.148 -0.065 0.0619
H -1.882 -1.299 3.616 0.114 0.181 -0.037 0.0691
H 1.651 1.074 4.272 -0.175 0.037 -0.069 0.0743
H 0.119 1.927 3.992 0.032 -0.209 -0.029 0.0837
H 0.362 0.985 5.487 -0.003 0.010 0.006 0.0685
```
Forces are in eV/Å.

Its LUMO energy (spin up / spin down) is 5.16 / 5.28 eV. The charge is -2. The highest occupied orbital energy (spin up / spin down) comes out at 0.78 / 0.89 eV. As for the spin multiplicity: 1.

> Which formula does entry 6 have?

CH6OSi